# 1
Below is a structure of composition C33H57EuN3O4Si, with properties calculated with the ωB97M-V functional and the def2-TZVPD basis.

Its spin multiplicity is 8. Its largest force on an atom is 2.6 eV Å⁻¹. The net charge is 0. The value obtained for the electronic energy is -2756.62401 a.u. The expectation value of S² is 15.760.

Geometry (Å):
O: 0.3727 2.4285 -4.1355
O: 0.6664 0.1755 -5.4694
C: -0.6202 3.3815 -3.7274
C: -0.4611 4.0826 -2.3904
H: -1.5736 2.8302 -3.7460
H: -0.6897 4.1220 -4.5382
H: -0.4515 3.3797 -1.5521
H: -1.3213 4.7416 -2.2306
H: 0.4329 4.7084 -2.3666
C: 1.5811 2.2507 -3.3655
C: 2.7982 2.7056 -4.1213
H: 1.6505 1.1701 -3.1637
H: 1.5044 2.7566 -2.3895
H: 2.8958 2.1571 -5.0659
H: 3.6800 2.5098 -3.5017
H: 2.7571 3.7830 -4.3183
C: 1.4658 -0.9899 -5.7371
C: 0.1397 0.8101 -6.6477
C: 2.6874 -0.9695 -4.8494
H: 1.7640 -1.0204 -6.8004
H: 0.8339 -1.8714 -5.5278
H: 3.3025 -0.0804 -5.0462
H: 3.3137 -1.8482 -5.0438
H: 2.4135 -0.9818 -3.7846
C: 1.1694 1.6360 -7.3602
H: -0.6975 1.4238 -6.2973
H: -0.2742 0.0283 -7.3043
H: 1.5310 2.4292 -6.6995
H: 0.7157 2.0967 -8.2415
H: 2.0055 1.0105 -7.6864
H: -0.1037 0.6013 -3.8802
N: 0.4120 -0.0826 1.4809
C: 0.6684 -0.7562 2.6031
C: 0.6833 -2.1603 2.6808
C: 0.6757 -3.0582 1.5997
C: 1.0184 -0.0072 3.8689
H: 0.4135 0.9004 3.9858
H: 2.0802 0.2827 3.8726
H: 0.8411 -0.6596 4.7302
C: 0.9513 -4.5134 1.8818
H: 1.6589 -4.9398 1.1567
H: 0.0233 -5.1034 1.8607
H: 1.3861 -4.5985 2.8828
N: 0.4097 -2.6652 0.3653
C: 0.8808 1.2364 1.2804
C: -0.0257 2.3198 1.3463
C: -1.4744 2.0951 1.6562
C: 0.4631 3.6117 1.1696
H: -0.2362 4.4485 1.2451
C: 1.8173 3.8386 0.9210
H: 2.1814 4.8582 0.7895
C: 2.7051 2.7648 0.8587
H: 3.7682 2.9375 0.6819
C: 2.2589 1.4616 1.0364
C: 3.2214 0.3139 1.0430
C: 0.3865 -3.4607 -0.8045
C: -0.8001 -4.1379 -1.1804
C: -1.9140 -4.2968 -0.1843
C: -0.8890 -4.6741 -2.4658
H: -1.8117 -5.1820 -2.7678
C: 0.1739 -4.5506 -3.3636
H: 0.0899 -4.9413 -4.3818
C: 1.3681 -3.9478 -2.9606
H: 2.2233 -3.9036 -3.6420
C: 1.4983 -3.4160 -1.6842
C: 2.7730 -2.7551 -1.2575
Eu: -0.9004 -0.8088 -0.5414
H: -2.0826 1.8761 0.7627
H: -1.8910 3.0129 2.0930
H: -1.6420 1.2771 2.3713
H: 2.8565 -0.5513 0.4701
H: 3.4313 -0.0343 2.0671
H: 4.1808 0.6290 0.6101
H: -2.8702 -4.4779 -0.6979
H: -2.0761 -3.4223 0.4780
H: -1.7222 -5.1606 0.4763
H: 2.9673 -2.8949 -0.1858
H: 2.7628 -1.6692 -1.4577
H: 3.6290 -3.1755 -1.8082
H: 0.7990 -2.5941 3.6705
C: -0.5927 -0.0149 -3.0040
Si: -2.2086 -0.7575 -3.6718
H: 0.2081 -0.7369 -2.7439
H: -0.7127 0.7718 -2.2269
C: -3.2040 0.5408 -4.5837
C: -3.2638 -1.4884 -2.2921
C: -1.8918 -2.1202 -4.9165
H: -2.8457 -2.5893 -5.1965
H: -1.2383 -2.9051 -4.5213
H: -1.4350 -1.7209 -5.8307
H: -3.8630 1.0779 -3.8897
H: -3.8349 0.0614 -5.3463
H: -2.5658 1.2733 -5.0881
H: -3.4464 -0.8123 -1.4383
H: -2.8972 -2.4538 -1.9039
H: -4.2552 -1.6970 -2.7228
O: -3.1753 -1.6474 2.4182
N: -2.7452 -1.5454 1.2797
O: -2.9145 -0.4201 0.6323

***

# 2
Below is a structure of composition C33H57EuN4OP2S, with properties calculated with the ωB97M-V functional and the def2-TZVPD basis.

Its spin multiplicity is 8. Its largest force on an atom is 13.3 eV Å⁻¹. The net charge is +1. The value obtained for the electronic energy is -3376.71810 a.u. The calculation puts the relative energy (zero: lowest compared OMol25 entry of this formula, charge and spin) at 152.1 kcal per mole. The expectation value of S² is 15.769.

Geometry (Å):
C: -2.3790 0.9583 -1.7863
C: -2.8056 -1.2481 -0.9326
C: -3.5801 0.9890 -2.4876
C: -4.0758 -1.2148 -1.6143
C: -4.4478 -0.1298 -2.3758
H: -3.8430 1.8615 -3.0913
H: -4.7283 -2.0883 -1.5221
H: -5.4114 -0.1293 -2.8979
N: -1.9946 -0.1014 -1.0164
P: -0.5871 2.3787 -0.1938
P: -0.6575 -2.4416 0.2509
C: -1.4220 2.1290 -1.8531
H: -0.6078 1.8802 -2.5554
H: -1.9287 3.0318 -2.2341
C: -2.3652 -2.3760 -0.2284
H: -2.9936 -3.2727 -0.2563
C: 0.2393 -3.4314 -1.1561
C: -0.5466 -3.5059 1.8442
C: 0.9369 3.5382 -0.5325
C: -1.9210 3.3157 0.8155
C: 1.7656 -3.2505 -1.0450
H: 2.1834 -3.8156 -0.1987
H: 2.2529 -3.6272 -1.9646
H: 2.0395 -2.1934 -0.9057
C: -0.1006 -4.9322 -1.2053
H: 0.3247 -5.4932 -0.3576
H: -1.1916 -5.0971 -1.2306
H: 0.3229 -5.3657 -2.1324
C: -0.2912 -2.8124 -2.4691
H: 0.3065 -3.1947 -3.3195
H: -1.3435 -3.0944 -2.6325
H: -0.2446 -1.7136 -2.4669
C: 0.9016 -3.9691 2.0926
H: 1.6041 -3.1180 2.0679
H: 0.9635 -4.4279 3.0973
H: 1.2353 -4.7263 1.3651
C: -0.9776 -2.6441 3.0422
H: -0.2754 -1.8153 3.2196
H: -1.9884 -2.2322 2.9001
H: -0.9891 -3.2808 3.9472
C: -1.5108 -4.7096 1.7832
H: -1.2917 -5.4046 0.9610
H: -1.4313 -5.2747 2.7314
H: -2.5542 -4.3667 1.6848
C: -1.3923 3.4995 2.2532
H: -2.1675 4.0005 2.8625
H: -1.1602 2.5361 2.7287
H: -0.4865 4.1285 2.2821
C: -3.1970 2.4383 0.8172
H: -3.7234 2.5043 -0.1484
H: -3.0007 1.3781 1.0193
H: -3.8741 2.8172 1.6046
C: -2.3401 4.6803 0.2227
H: -3.3021 4.9725 0.6826
H: -1.6218 5.4830 0.4329
H: -2.5051 4.6281 -0.8679
C: 1.2966 3.4942 -2.0299
H: 0.5200 3.9649 -2.6560
H: 2.2389 4.0526 -2.1870
H: 1.4510 2.4648 -2.3810
C: 2.1055 2.9579 0.2902
H: 2.3478 1.9316 -0.0254
H: 3.0009 3.5932 0.1517
H: 1.8686 2.9232 1.3667
C: 0.7652 5.0231 -0.1602
H: 0.0212 5.5275 -0.7952
H: 0.4931 5.1705 0.8961
H: 1.7363 5.5278 -0.3230
Eu: -0.2111 -0.0106 0.3030
C: -1.2657 0.1196 1.9072
O: -1.8744 0.2676 2.9008
N: 1.0217 -0.0014 -1.4217
C: 1.7453 -0.0213 -2.3441
C: 2.6459 -0.0372 -3.5130
C: 2.1367 -1.0771 -4.5429
C: 2.6393 1.3777 -4.1487
C: 4.0720 -0.4243 -3.0426
H: 2.1357 -2.0909 -4.1131
H: 1.1156 -0.8362 -4.8763
H: 2.8091 -1.0647 -5.4181
H: 3.0104 2.1363 -3.4406
H: 3.2969 1.3759 -5.0347
H: 1.6216 1.6593 -4.4656
H: 4.7425 -0.4492 -3.9188
H: 4.4675 0.3046 -2.3182
H: 4.0713 -1.4215 -2.5724
C: 2.0138 -1.7119 4.6963
N: 1.4990 -0.3535 4.5584
C: 0.9736 0.3613 5.5727
C: 0.6695 1.6185 5.1049
N: 1.0017 1.6787 3.8043
C: 1.4721 0.4629 3.4744
S: 2.0321 0.0848 1.9741
H: 1.2007 -2.3969 5.0146
H: 2.4633 -2.0637 3.7533
H: 2.8094 -1.7251 5.4704
H: 0.8471 0.0055 6.5871
H: 0.2561 2.4404 5.6746
H: 0.9202 2.5151 3.2013

***

# 3
Below is a cluster of 11 separate species, C33H57F3O33 in total, with properties calculated with the ωB97M-V functional and the def2-TZVPD basis.

Its spin multiplicity is 2. Its largest force on an atom is 4.5 eV Å⁻¹. The net charge is +1. The value obtained for the electronic energy is -4073.73248 a.u. The expectation value of S² is 0.765.

Geometry (Å):
C: 0.6637 0.9293 0.6502
C: -0.3038 0.4637 -0.4230
O: -0.2871 -0.8856 -0.3822
C: 0.8594 -1.2929 0.1522
O: 1.2251 -2.4463 0.2464
O: 1.5165 -0.1686 0.5811
F: 0.0710 0.9258 -1.6471
H: 0.2276 0.9983 1.6468
H: 1.1443 1.8519 0.3247
H: -1.3025 0.8619 -0.2439
C: 2.4373 -5.4703 2.5415
C: 1.4285 -4.4041 2.9142
O: 2.2217 -3.3181 3.1512
C: 3.4079 -3.7087 3.6450
O: 4.2011 -3.0714 4.3516
O: 3.5977 -4.9882 3.2555
F: 0.7890 -4.6959 4.0716
H: 2.5501 -5.6104 1.4664
H: 2.1143 -6.3970 3.0159
H: 0.6914 -4.3237 2.1153
C: 3.5748 6.1706 -1.8918
C: 2.2717 6.6830 -2.4965
O: 1.3618 5.9365 -1.8326
C: 1.9853 4.8331 -1.2933
O: 1.4383 3.9170 -0.6628
O: 3.2324 4.8864 -1.6285
F: 2.1499 6.3214 -3.7737
H: 3.7890 6.6130 -0.9190
H: 4.4511 6.2473 -2.5354
H: 2.2605 7.7709 -2.4304
C: -3.7566 4.5785 -0.4950
O: -4.4652 3.5332 0.1360
C: -3.9056 2.6458 0.9848
O: -2.7201 2.6891 1.3533
O: -4.8051 1.6609 1.2759
C: -4.4145 0.6583 2.2064
H: -3.1519 5.1662 0.1956
H: -4.4155 5.2257 -1.0739
H: -3.1432 4.1409 -1.2827
H: -3.3498 0.4947 2.3729
H: -4.6878 -0.2870 1.7377
H: -4.9108 0.8368 3.1604
C: -5.1117 0.1714 -1.7637
O: -4.6688 1.3123 -2.4384
C: -3.5440 1.2810 -3.1333
O: -2.8179 0.3200 -3.3180
O: -3.3230 2.5256 -3.6090
C: -2.1030 2.8684 -4.2523
H: -5.4959 -0.6166 -2.4115
H: -5.9144 0.5532 -1.1328
H: -4.3569 -0.2684 -1.1118
H: -2.1653 2.6770 -5.3235
H: -1.3658 2.1844 -3.8320
H: -1.7081 3.8789 -4.1469
C: -2.8905 -2.4488 0.9766
O: -3.4615 -3.2599 -0.0866
C: -4.7811 -3.2211 -0.2985
O: -5.6203 -2.5617 0.3237
O: -5.1166 -4.0269 -1.3745
C: -6.4485 -4.0220 -1.8041
H: -2.4721 -1.5362 0.5521
H: -2.0264 -2.9519 1.4105
H: -3.5003 -2.1194 1.8179
H: -6.3764 -4.5843 -2.7350
H: -6.7845 -3.0232 -2.0828
H: -7.0617 -4.5559 -1.0782
C: 7.3207 -1.0342 -4.1505
O: 6.4144 0.0117 -3.7717
C: 5.8486 -0.0277 -2.5393
O: 6.0959 -0.9549 -1.7096
O: 5.1443 1.0750 -2.3718
C: 4.2924 1.1640 -1.2723
H: 7.6747 -0.7197 -5.1323
H: 6.9435 -2.0249 -4.4040
H: 8.1278 -1.0837 -3.4196
H: 3.7008 2.0484 -1.5085
H: 4.7837 1.3587 -0.3190
H: 3.7185 0.2441 -1.1604
C: 4.4392 -2.5915 0.3896
O: 5.7361 -2.5587 0.9926
C: 6.3892 -3.6929 1.3443
O: 6.5413 -4.6950 0.5952
O: 6.8277 -3.5289 2.6526
C: 7.6604 -4.5712 3.2570
H: 4.0684 -3.5741 0.0976
H: 4.5680 -1.9675 -0.4948
H: 3.6781 -2.1956 1.0620
H: 7.6476 -4.4373 4.3387
H: 8.6965 -4.4300 2.9493
H: 7.1745 -5.5312 3.0822
C: -1.3561 -4.3324 -2.0717
O: -1.4127 -4.0377 -3.4025
C: -1.1217 -4.9397 -4.4102
O: -0.7847 -6.1126 -4.2346
O: -1.0955 -4.3044 -5.6151
C: -0.5435 -4.9557 -6.7878
H: -1.0528 -3.4736 -1.4729
H: -0.6729 -5.1148 -1.7410
H: -2.3661 -4.6466 -1.8086
H: -1.1618 -5.5989 -7.4140
H: 0.2799 -5.6278 -6.5462
H: -0.1215 -4.1656 -7.4089
C: 0.0966 4.8446 2.3173
O: -0.2366 5.8237 1.3025
C: -1.2186 6.6678 1.6614
O: -1.8328 6.6483 2.7438
O: -1.3760 7.6778 0.7562
C: -2.4328 8.6350 0.9052
H: 0.4111 5.3938 3.2048
H: 0.9690 4.2526 2.0404
H: -0.7617 4.2141 2.5493
H: -3.3319 8.0251 0.9937
H: -2.6795 9.2915 0.0708
H: -2.3674 9.2465 1.8051
C: -2.1091 -2.5451 6.1028
O: -1.5387 -1.2315 6.1550
C: -1.7145 -0.3729 5.1070
O: -1.9589 -0.7397 3.9459
O: -1.6155 0.9074 5.5420
C: -2.0110 1.8911 4.5771
H: -1.6138 -3.2381 5.4227
H: -3.0864 -2.3196 5.6761
H: -2.2195 -3.0473 7.0639
H: -1.7445 2.9235 4.8035
H: -3.0790 1.8473 4.3641
H: -1.5591 1.6831 3.6072

***

# 4
Below is a structure of composition C33H57N4OP2STi, with properties calculated with the ωB97M-V functional and the def2-TZVPD basis.

Its spin multiplicity is 3. Its largest force on an atom is 5.1 eV Å⁻¹. The net charge is +1. The value obtained for the electronic energy is -3516.11034 a.u. The expectation value of S² is 2.011.

Geometry (Å):
C: -2.2895 0.1370 2.0861
C: -2.8145 0.8955 -0.0731
C: -3.5978 0.3474 2.5075
C: -4.0948 1.2554 0.3386
C: -4.4964 0.9552 1.6386
H: -3.8615 0.0708 3.5273
H: -4.7551 1.7759 -0.3566
H: -5.5053 1.1959 1.9637
N: -1.9419 0.3292 0.8009
P: 0.4826 0.2262 2.4598
P: -1.2229 -0.1369 -2.2278
C: -1.1982 -0.2912 3.0539
H: -1.3796 0.1380 4.0548
H: -1.2063 -1.3884 3.1748
C: 1.9486 0.1412 -0.3834
O: 3.0952 0.2729 -0.6369
C: -2.2640 1.2187 -1.4233
H: -3.0333 1.5553 -2.1241
C: -0.4850 0.5928 -3.8130
C: -2.5319 -1.4232 -2.6427
C: 0.6182 2.0386 3.0150
C: 1.6664 -0.8530 3.4565
C: 0.9543 1.0616 -3.5241
H: 1.6003 0.2296 -3.2185
H: 1.3648 1.4913 -4.4524
H: 0.9980 1.8314 -2.7464
C: -0.4116 -0.4439 -4.9414
H: 0.1613 -1.3275 -4.6354
H: -1.3998 -0.7475 -5.3041
H: 0.1167 0.0105 -5.7939
C: -1.3004 1.8050 -4.2715
H: -0.8609 2.1894 -5.2063
H: -2.3494 1.5632 -4.4854
H: -1.2540 2.6081 -3.5253
C: -1.8095 -2.6551 -3.2201
H: -0.8424 -2.7995 -2.7241
H: -2.4198 -3.5518 -3.0346
H: -1.6387 -2.5872 -4.2994
C: -3.2344 -1.8704 -1.3466
H: -2.5064 -2.2213 -0.6023
H: -3.8451 -1.0735 -0.9078
H: -3.9067 -2.7075 -1.5913
C: -3.5690 -0.8344 -3.6241
H: -3.6815 0.2566 -3.5690
H: -3.3516 -1.1065 -4.6657
H: -4.5550 -1.2556 -3.3754
C: 3.0876 -0.4023 3.0785
H: 3.8089 -1.0986 3.5315
H: 3.2481 -0.4056 1.9905
H: 3.3213 0.6026 3.4545
C: 1.4595 -2.3203 3.0499
H: 0.4869 -2.7066 3.3794
H: 1.5180 -2.4599 1.9640
H: 2.2461 -2.9345 3.5154
C: 1.4425 -0.7964 4.9791
H: 0.3776 -0.8318 5.2460
H: 1.9191 -1.6836 5.4224
H: 1.9039 0.0725 5.4564
C: -0.7307 2.7473 2.8181
H: -1.5084 2.3640 3.4918
H: -0.6035 3.8203 3.0350
H: -1.0863 2.6560 1.7850
C: 1.6857 2.7113 2.1218
H: 1.2666 2.9941 1.1456
H: 2.0482 3.6232 2.6268
H: 2.5546 2.0642 1.9298
C: 1.0034 2.2062 4.4922
H: 0.3100 1.6832 5.1650
H: 2.0347 1.8949 4.6985
H: 0.9438 3.2783 4.7403
Ti: 0.0396 0.0527 -0.0413
N: -0.0312 2.0966 -0.5296
C: -1.0428 2.5664 -1.0570
C: -1.4689 4.0432 -1.2923
C: -2.7941 4.1496 -2.0312
C: -1.6861 4.6713 0.0829
C: -0.3402 4.7598 -2.0577
H: -2.7541 3.7081 -3.0293
H: -3.5908 3.6632 -1.4583
H: -3.0606 5.2076 -2.1494
H: -0.7778 4.6201 0.6925
H: -1.9805 5.7272 0.0082
H: -2.4898 4.1431 0.6113
H: -0.7239 5.3726 -2.8844
H: 0.2260 5.4114 -1.3818
H: 0.3732 4.0461 -2.4833
C: 3.3126 -3.0773 0.1282
N: 2.3732 -3.6681 -0.8163
C: 2.7417 -4.6556 -1.7168
C: 1.6198 -5.0891 -2.3343
N: 0.5737 -4.3615 -1.7913
C: 1.0300 -3.4613 -0.8749
S: 0.0055 -2.4219 0.0346
H: 3.1502 -2.0002 0.1979
H: 3.2224 -3.5448 1.1183
H: 4.3206 -3.2675 -0.2544
H: 3.7695 -4.9568 -1.8148
H: 1.4669 -5.8415 -3.0858
H: -0.4083 -4.4938 -1.9977